# 1
ORCA calculation (wB97M-V/def2-TZVPD) on the ion C3H5N2S2 with charge +1 at a distorted geometry.

```
12
Properties=species:S:1:pos:R:3
N -1.865 0.628 -0.216
C -0.476 0.297 0.402
N -0.120 -1.097 0.151
C 1.106 -1.317 -0.070
C 2.016 -0.115 -0.064
S 3.664 -0.129 -0.244
S 1.031 1.397 -0.107
H -2.379 -0.228 -0.086
H -1.811 0.863 -1.200
H -2.350 1.540 0.211
H -0.456 0.514 1.473
H 1.641 -2.352 -0.250
```

As for the SMILES: [NH3+][C@H]1N=CC(=S)S1. The value obtained for the energy above the lowest of the compared OMol25 structures with the same formula, charge and spin is 152.6 kJ/mol. The LUMO energy is -5.2 eV. The calculation puts the HOMO-LUMO gap at 0.2811 Ha. Its net charge is +1.

# 2
ORCA calculation (wB97M-V/def2-TZVPD) on the molecule C3H4N2O2S at a distorted geometry.

```
12
Properties=species:S:1:pos:R:3
H -1.466 2.309 -0.109
N -0.565 1.791 0.075
C -0.688 0.537 0.033
N 0.443 -0.245 0.148
C 1.532 0.384 0.113
S 3.049 -0.281 -0.122
C -1.940 -0.495 -0.097
O -1.697 -1.699 0.091
O -3.127 0.139 -0.101
H 0.384 -1.335 0.328
H 1.453 1.521 0.450
H -3.125 1.093 -0.490
```

As for the SMILES: [H]/N=C(/NC=S)C(=O)O. The value obtained for the energy above the lowest of the compared OMol25 structures with the same formula, charge and spin is 224.5 kJ/mol. The LUMO energy is -0.8 eV. The calculation puts the HOMO-LUMO gap at 0.2815 Ha.